No. 1
Molecular formula: C46H41IrN3PS2Te
Method: DFT, wB97M-V/def2-TZVPD

Computed properties:
- E (eV) = -93928.3777
- charge = 0
- spin multiplicity = 5
- LUMO level (spin up / spin down) (eV) = 0.1 / -2.3
- Kohn-Sham gap (spin up / spin down) (eV) = 4.50 / 4.86
- ΔE to the lowest compared entry with this formula, charge and spin (kJ/mol) = 63.0

```
95
Properties=species:S:1:pos:R:3:lowdin_spin:R:1
C 2.579 -15.412 19.559 0.010
H 2.768 -11.899 15.584 0.007
C 5.434 -15.059 10.568 0.003
H 2.851 -20.544 19.469 0.000
N 3.594 -15.812 18.665 0.106
C 2.661 -10.952 12.923 0.001
H 5.323 -12.280 7.898 0.000
C 2.229 -13.823 11.960 0.011
C -2.855 -13.053 18.951 0.000
C 5.046 -11.007 12.504 0.003
C 5.951 -14.277 8.351 0.000
C 7.015 -15.805 13.146 0.011
C -0.229 -12.547 18.056 0.001
H -2.639 -14.959 17.899 0.000
C 4.354 -17.641 20.107 0.002
C -2.266 -11.847 19.213 0.000
C 4.835 -11.535 15.786 0.020
C -0.951 -11.608 18.778 0.000
H 4.967 -16.911 22.072 0.000
P 3.924 -13.535 12.450 0.016
C 3.017 -10.273 16.866 0.054
C 5.776 -10.483 16.348 0.013
H 4.526 -11.874 10.166 0.000
C 2.362 -14.903 16.773 0.213
H 8.475 -11.372 14.613 -0.006
H -0.431 -10.655 19.030 0.000
C 3.578 -15.352 17.389 0.194
Te 3.530 -16.921 13.953 1.603
H 0.434 -14.976 19.442 0.002
H 6.486 -16.219 9.182 0.000
H 7.739 -9.579 16.287 0.014
C 4.815 -13.820 10.870 0.003
H 2.593 -16.097 20.377 0.000
H -0.102 -14.548 15.795 0.000
C 3.702 -18.629 19.380 0.001
C 7.148 -10.420 15.975 0.207
C 5.226 -9.517 17.205 0.070
H 9.990 -14.409 12.094 -0.002
H -3.894 -13.304 19.267 0.000
H 8.732 -16.565 12.062 0.005
H 9.068 -12.550 13.308 0.002
H 3.906 -7.811 13.017 0.000
H 6.336 -14.566 7.387 0.000
C 8.304 -15.760 12.572 0.062
C 4.170 -18.873 22.150 0.000
H 6.018 -9.093 12.635 0.000
N 1.177 -14.987 17.497 0.130
C 3.508 -11.274 16.040 0.042
H 5.924 -8.779 17.489 0.002
C 6.021 -15.271 9.311 0.001
H 1.779 -9.100 13.106 0.000
C 6.704 -12.478 14.665 0.191
C -0.909 -13.743 17.686 0.004
H -0.777 -15.737 16.755 0.006
C 3.330 -19.763 20.094 0.000
H -2.866 -11.129 19.774 0.000
H 6.447 -16.761 13.066 0.019
C 4.785 -16.437 19.311 0.008
C 2.744 -9.563 12.945 0.000
H 4.190 -18.889 23.262 0.000
H 0.839 -16.605 18.769 0.004
C 3.928 -8.913 12.924 0.001
C 7.232 -13.531 13.818 0.014
C 3.816 -11.693 12.632 0.001
C 8.475 -13.480 13.258 0.050
H 1.965 -14.853 11.675 0.011
C 3.853 -9.420 17.525 0.026
N 5.344 -12.560 14.984 0.199
C 5.102 -9.638 12.657 -0.001
H 5.965 -11.549 12.320 0.001
H 3.370 -20.886 21.906 0.000
C 4.860 -12.852 9.882 0.000
C 1.142 -15.534 18.858 0.011
C -2.158 -14.025 18.197 0.000
Ir 4.520 -14.513 14.380 0.135
H 2.660 -14.419 20.011 0.003
H 0.800 -12.362 17.823 0.000
H 3.610 -8.621 18.216 0.000
C 6.446 -14.693 13.721 0.052
H 1.998 -13.224 11.083 0.000
H 5.285 -15.690 19.915 0.005
H 5.470 -16.763 18.503 0.000
S 2.275 -14.178 15.229 0.214
C 3.618 -19.945 21.452 0.001
H 5.588 -15.770 11.321 0.004
H 1.636 -11.366 12.964 0.000
H 1.942 -10.093 16.933 0.003
C -0.161 -14.789 16.855 0.011
H 3.434 -18.502 18.329 0.000
S 5.096 -15.260 16.525 0.214
C 4.510 -17.739 21.486 0.001
C 9.012 -14.567 12.588 -0.003
C 5.402 -13.084 8.629 0.000
H 1.649 -13.520 12.837 0.000
C 7.516 -11.385 15.066 0.004
```

No. 2
Molecular formula: C46H41N4O2P2S2Sn
Method: DFT, wB97M-V/def2-TZVPD

Computed properties:
- E (eV) = -104494.7387
- charge = +1
- spin multiplicity = 1
- LUMO level (eV) = -3.3
- Kohn-Sham gap (eV) = 6.55
- ΔE to the lowest compared entry with this formula, charge and spin (kJ/mol) = 0.0

```
98
Properties=species:S:1:pos:R:3:mulliken_charge:R:1
H -0.332 -6.434 -1.937 0.438
H 4.722 -0.069 4.133 0.264
C -0.464 2.635 -0.828 -0.448
H -5.092 -0.270 1.046 0.460
H 1.600 -0.788 -4.471 0.427
H 4.769 3.041 0.756 0.328
H -0.733 -5.224 0.188 0.691
C -0.606 1.837 -4.362 -0.828
C 3.720 -0.842 -4.563 -0.970
Sn 0.542 0.090 1.026 2.197
C -3.943 2.049 -0.252 0.166
C -3.130 -1.147 0.996 0.194
H 5.807 -0.949 -1.905 0.521
H 4.414 2.880 -0.975 0.526
C 0.219 1.171 -3.472 -0.469
C -2.444 -2.346 0.820 0.399
H 4.275 -2.420 2.843 0.304
C -2.587 -0.544 5.360 -0.827
H -1.947 0.614 7.042 0.391
H -1.373 2.053 -0.792 0.351
C 2.471 -0.860 -2.489 0.699
C -1.587 1.637 5.192 -0.872
C -0.210 -0.007 -2.859 0.253
H 6.152 0.764 2.251 0.106
C -4.520 -3.558 0.600 -0.981
C 4.914 -0.883 -3.856 -0.701
O -0.451 -3.491 1.999 -0.698
C 3.675 -0.901 -1.793 -0.786
C -5.218 -2.364 0.711 -0.893
C 1.787 2.707 -0.285 0.445
H -3.120 -1.485 3.512 0.382
C -5.478 3.084 1.802 -0.778
C -3.142 -3.542 0.661 -0.676
C -4.456 2.189 2.090 -0.209
N 3.627 0.449 1.800 -1.140
C -2.242 0.456 3.205 0.307
C -2.035 0.572 5.964 -0.588
C -0.420 3.881 -1.422 -1.061
P 0.844 -0.860 -1.643 2.476
P -2.339 0.459 1.398 1.461
H -4.276 1.898 3.115 0.466
H 5.735 -1.508 4.249 0.418
C -3.672 1.667 1.063 -0.033
H 3.671 -0.944 -0.717 0.176
H -1.852 -1.383 -2.645 0.388
H -2.521 1.875 -5.331 0.432
C 0.271 -2.603 -1.720 -0.157
H 5.858 -0.894 -4.384 0.421
H 3.724 -0.821 -5.644 0.438
C 1.904 3.963 -0.868 -0.912
H -6.298 -2.350 0.662 0.466
H -5.170 3.213 -1.565 0.479
C 4.886 -0.911 -2.472 -0.685
S -0.640 -2.515 0.916 1.014
C -0.271 -3.311 -0.645 0.910
C 2.511 -0.826 -3.889 -0.603
O 0.559 -0.055 2.867 -0.933
C 2.942 2.012 0.323 0.722
N 0.600 2.078 -0.256 0.734
C -4.968 2.937 -0.538 -0.862
H -1.148 2.505 5.665 0.436
C 6.514 -0.013 2.922 -0.923
H 0.895 -2.783 -3.769 0.395
H 7.143 -0.701 2.357 0.275
H -3.318 -0.183 -4.207 0.509
N 2.630 1.102 1.172 0.624
C 5.350 -0.755 3.561 -0.344
C -2.697 -0.605 3.976 -0.344
C 4.349 2.384 -0.009 -1.746
C -1.495 -0.479 -3.125 -0.755
H 2.857 4.471 -0.859 0.555
C -1.682 1.577 3.816 -0.248
N 4.523 -1.476 2.590 -0.176
H -6.077 3.482 2.610 0.444
H -2.928 -1.377 5.960 0.422
S 2.336 -1.898 1.207 -0.499
C -2.327 0.200 -4.005 -0.728
C 0.787 4.561 -1.427 -0.743
C -0.193 -5.362 -1.887 -1.029
C 0.490 -3.301 -2.912 -0.724
H 1.212 1.558 -3.271 0.610
H -1.314 2.400 3.213 0.407
H -1.314 4.296 -1.865 0.620
H 0.432 -5.175 -3.933 0.479
H -3.381 1.627 -1.078 0.260
C -0.439 -4.691 -0.706 -0.979
H -6.535 4.157 0.275 0.396
H 4.954 1.479 -0.022 0.307
H 7.125 0.455 3.694 0.362
H -5.044 -4.496 0.471 0.431
H -0.254 2.738 -4.849 0.479
C -1.881 1.354 -4.632 -0.797
C -5.735 3.462 0.493 -0.586
C 0.243 -4.658 -3.003 -0.889
C 3.524 -0.851 1.910 0.636
H 0.863 5.546 -1.868 0.464
C -4.530 -1.184 0.918 -0.720
H -2.601 -4.473 0.608 0.381
```

No. 3
Molecular formula: C46H42N6O4P2S3Tm
Method: DFT, wB97M-V/def2-TZVPD

Computed properties:
- E (eV) = -146117.8534
- charge = +1
- spin multiplicity = 3
- LUMO level (spin up / spin down) (eV) = -3.3 / -3.3
- Kohn-Sham gap (spin up / spin down) (eV) = 5.44 / 5.49

```
104
Properties=species:S:1:pos:R:3:lowdin_spin:R:1
N -3.586 11.326 21.327 0.000
C -11.883 16.706 23.125 0.000
S -6.089 12.332 21.476 -0.003
H -4.902 16.597 18.475 0.000
C -5.033 16.455 23.554 -0.002
S -2.595 16.766 13.889 0.000
C -8.463 15.574 19.596 0.000
C -6.492 12.370 28.831 0.000
H -6.131 15.265 26.292 0.000
H -5.182 15.558 28.437 0.000
P -8.049 13.492 25.102 -0.001
C -8.167 15.486 18.237 0.000
C -8.730 11.879 24.954 0.000
H -12.097 19.634 21.344 0.000
H -10.624 12.337 25.788 0.000
H -11.488 10.053 25.642 0.000
H -12.504 15.892 23.514 0.000
H -0.952 18.598 23.362 0.000
H -9.427 15.290 19.945 0.000
Tm -7.039 14.600 22.183 2.017
C -6.398 16.607 20.029 0.000
C -2.625 19.896 23.618 0.000
C -5.731 14.578 28.265 0.000
N -5.455 16.677 16.057 0.000
H -13.457 11.377 21.235 0.000
H -13.814 12.584 23.437 0.000
H -9.794 19.772 22.237 0.000
H -1.772 10.465 20.955 0.000
C -12.739 12.108 21.620 0.000
H -6.574 11.545 29.505 0.000
H -0.366 23.247 22.138 0.000
H -5.220 13.565 30.122 0.000
H -9.484 13.107 21.036 0.000
C -2.863 17.571 23.331 0.000
C -2.169 11.178 21.666 0.000
C -2.032 18.683 23.437 0.000
N -3.873 12.728 23.171 0.000
C -6.442 15.907 16.397 0.000
C -10.465 10.246 25.374 0.000
H -10.492 15.698 26.698 0.000
C -10.361 18.893 22.390 0.000
C -7.257 12.330 27.661 0.000
H -7.241 14.898 13.194 0.000
C -11.501 12.224 20.994 0.000
H -11.219 11.634 20.111 0.000
C -4.820 18.885 23.879 0.000
C -5.270 16.958 14.701 0.000
C -6.910 15.941 17.771 0.000
C -8.288 9.517 24.739 0.000
H -4.036 10.647 20.765 0.000
H -9.553 16.638 25.690 0.000
C -9.585 15.642 26.131 0.000
C -5.804 13.528 29.197 0.000
H -8.725 15.567 26.794 0.000
S -1.656 21.353 23.712 0.000
N -9.468 14.541 25.141 0.000
P -9.657 15.013 23.365 -0.002
H -0.448 22.092 20.749 0.000
H -8.652 17.666 22.926 0.000
H -5.850 17.245 20.702 0.000
H -10.004 8.162 24.834 0.000
H -8.936 15.100 17.441 0.000
H -7.726 14.224 15.718 0.000
H -1.671 12.132 21.512 0.000
O -1.983 16.715 15.239 0.000
C -10.013 11.541 25.397 0.000
C -6.818 15.390 14.098 0.000
C -7.860 10.835 24.649 0.000
H -7.527 8.688 24.605 0.000
C -11.681 18.830 21.977 0.000
H -1.530 23.516 20.813 0.000
C -1.006 22.752 21.406 0.000
C -4.246 17.642 23.627 0.000
H -2.022 10.759 22.735 0.000
C -2.042 21.820 22.074 0.000
H -6.852 11.140 24.389 0.000
O -3.014 21.443 21.453 0.000
N -6.021 16.391 13.732 0.000
H -5.883 18.942 24.067 0.000
C -10.747 13.753 22.720 0.000
C -7.085 15.066 15.414 0.000
C -12.493 17.784 22.481 0.000
H -2.423 16.626 22.986 0.000
H -7.803 11.374 27.401 0.000
H -12.196 14.015 24.394 0.000
C -4.396 12.151 22.053 0.000
H -13.542 17.846 22.367 0.000
C -5.629 15.355 23.572 -0.004
C -12.912 12.731 22.879 0.000
H -4.375 21.006 24.092 0.000
H -2.971 12.418 23.524 0.000
N -7.542 16.015 20.496 -0.003
C -4.022 19.983 23.880 0.000
C -9.732 17.734 22.877 0.000
H -4.370 13.417 23.709 0.000
C -7.218 13.371 26.703 0.000
C -10.481 16.581 23.197 0.000
C -5.972 16.397 18.748 0.000
O -4.323 17.757 14.360 0.000
C -11.958 13.533 23.436 0.000
C -6.340 14.428 26.999 0.000
O -3.239 15.579 13.405 0.000
C -9.653 9.216 24.985 0.000
C -10.513 13.076 21.495 0.000
```

> The highest E belongs to which entry?

C46H41IrN3PS2Te